(1)
{"formula": "C44H47BaN5O5P2S6Se", "method": "ωB97M-V with the def2-TZVPD basis set", "species": ["Ba", "C", "C", "S", "C", "C", "S", "C", "C", "S", "C", "C", "S", "H", "H", "H", "H", "H", "H", "H", "H", "H", "H", "H", "H", "H", "H", "H", "H", "C", "P", "C", "C", "C", "C", "C", "C", "C", "P", "C", "C", "H", "H", "H", "H", "H", "H", "H", "H", "H", "H", "H", "H", "H", "H", "H", "H", "Se", "N", "C", "C", "C", "C", "C", "N", "C", "C", "N", "C", "C", "C", "C", "C", "N", "H", "H", "H", "H", "H", "H", "O", "C", "O", "C", "C", "C", "C", "S", "C", "C", "H", "H", "H", "H", "H", "O", "C", "N", "S", "O", "O", "C", "C", "C", "C", "C", "C", "H", "H", "H", "H"], "coordinates": [[-0.136, 0.488, -0.617], [-1.188, 0.007, 5.276], [-2.559, -0.202, 4.653], [-2.635, 0.296, 2.922], [-4.297, -0.258, 2.539], [-4.605, -1.754, 2.696], [-3.454, -2.849, 1.833], [-2.979, -3.940, 3.193], [-1.716, -4.726, 2.871], [-0.247, -3.757, 2.491], [0.488, -3.597, 4.126], [-0.159, -2.590, 5.078], [0.120, -0.924, 4.473], [-1.227, -0.261, 6.335], [-0.894, 1.057, 5.218], [-3.305, 0.384, 5.199], [-2.818, -1.257, 4.752], [-4.446, 0.052, 1.503], [-5.020, 0.301, 3.141], [-5.619, -1.927, 2.331], [-4.597, -2.040, 3.747], [-3.798, -4.634, 3.396], [-2.820, -3.332, 4.082], [-1.902, -5.368, 2.005], [-1.485, -5.389, 3.710], [1.525, -3.314, 3.925], [0.505, -4.583, 4.597], [0.286, -2.698, 6.071], [-1.227, -2.783, 5.175], [-0.813, -4.113, -0.940], [-0.956, -2.437, -1.632], [-2.768, -2.384, -1.948], [-0.291, -2.702, -3.341], [-0.946, -3.609, -4.175], [-0.475, -3.901, -5.442], [0.687, -3.295, -5.894], [1.351, -2.397, -5.077], [0.879, -2.073, -3.804], [1.836, -0.845, -2.783], [2.267, 0.423, -4.041], [3.435, -1.703, -2.641], [-1.158, -4.867, -1.652], [-1.423, -4.163, -0.038], [0.221, -4.315, -0.661], [-3.154, -3.316, -2.364], [-3.010, -1.569, -2.634], [-3.274, -2.211, -0.997], [-1.846, -4.102, -3.829], [-1.005, -4.607, -6.069], [1.077, -3.522, -6.878], [2.261, -1.938, -5.443], [2.810, 0.017, -4.897], [2.912, 1.160, -3.555], [1.369, 0.924, -4.404], [3.781, -2.043, -3.619], [3.329, -2.553, -1.966], [4.176, -1.031, -2.206], [1.193, 8.207, 2.927], [1.387, 6.530, 3.582], [1.323, 5.719, 2.570], [1.418, 4.263, 2.703], [1.576, 3.643, 3.942], [1.649, 2.269, 3.985], [1.517, 1.559, 2.791], [1.337, 2.137, 1.613], [1.332, 3.472, 1.561], [1.247, 4.088, 0.203], [1.332, 3.263, -0.863], [1.230, 3.820, -2.069], [1.034, 5.177, -2.289], [0.977, 6.014, -1.202], [1.101, 5.472, 0.068], [1.133, 6.316, 1.268], [1.039, 7.610, 1.226], [1.654, 4.246, 4.837], [1.797, 1.731, 4.911], [1.564, 0.477, 2.778], [1.310, 3.152, -2.920], [0.925, 5.553, -3.295], [0.843, 7.082, -1.314], [8.539, 0.064, -0.523], [7.475, 0.909, -0.470], [7.637, 2.071, -0.722], [6.157, 0.314, -0.109], [5.021, 1.103, -0.265], [3.766, 0.610, 0.045], [3.575, -0.693, 0.534], [1.998, -1.370, 0.875], [4.735, -1.466, 0.704], [5.989, -0.977, 0.390], [8.239, -0.836, -0.358], [5.138, 2.113, -0.637], [2.922, 1.263, -0.090], [4.634, -2.476, 1.081], [6.833, -1.637, 0.566], [-3.211, 2.259, 0.432], [-2.984, 2.141, -0.747], [-1.698, 2.224, -1.321], [-1.724, 1.729, -2.855], [-1.039, 0.408, -2.887], [-1.220, 2.674, -3.810], [-3.449, 1.519, -3.006], [-4.185, 1.222, -4.138], [-5.566, 1.208, -3.990], [-6.162, 1.491, -2.761], [-5.394, 1.794, -1.645], [-4.016, 1.808, -1.792], [-3.715, 1.009, -5.087], [-6.194, 0.985, -4.842], [-7.241, 1.482, -2.686], [-5.843, 2.023, -0.688]], "forces_ev_per_angstrom": [[2.75, -1.28, 3.40], [-0.15, 0.05, 0.07], [-0.17, -0.10, 0.20], [0.31, 0.06, 0.00], [-0.26, -0.04, -0.12], [-0.01, 0.22, 0.04], [-0.03, 0.00, -0.19], [-0.02, -0.05, 0.11], [-0.15, -0.19, 0.02], [0.15, 0.13, -0.16], [0.05, -0.03, 0.15], [-0.02, -0.24, 0.11], [0.35, 0.22, -0.21], [-0.02, 0.06, -0.01], [0.03, -0.02, -0.04], [0.03, -0.08, 0.06], [-0.07, 0.01, -0.05], [0.00, 0.00, 0.01], [0.02, 0.00, -0.03], [0.01, -0.02, 0.00], [-0.01, 0.02, 0.00], [0.03, -0.01, 0.03], [-0.03, 0.05, 0.00], [0.04, 0.01, 0.01], [-0.04, -0.03, -0.05], [-0.02, 0.03, 0.03], [0.03, 0.04, -0.01], [0.00, -0.01, -0.01], [0.01, 0.00, -0.02], [0.10, -0.21, 0.01], [-0.07, 0.03, -0.41], [-0.08, -0.03, -0.09], [0.17, 0.01, 0.10], [0.03, 0.04, 0.00], [-0.01, -0.02, -0.01], [0.03, 0.01, -0.01], [-0.05, 0.02, 0.03], [-0.02, -0.01, 0.09], [-0.22, -0.12, -0.27], [0.06, 0.02, -0.10], [0.14, -0.14, 0.03], [0.00, 0.00, 0.05], [-0.03, 0.01, 0.00], [0.01, 0.01, 0.01], [-0.01, 0.01, 0.01], [0.06, 0.01, 0.04], [0.00, 0.01, 0.00], [0.01, -0.02, 0.00], [-0.01, 0.00, 0.00], [0.00, 0.00, -0.01], [0.00, 0.00, -0.01], [0.01, 0.02, 0.02], [-0.02, -0.02, 0.00], [-0.04, -0.01, 0.05], [0.03, -0.03, 0.04], [-0.02, -0.01, 0.00], [-0.03, 0.04, -0.02], [0.01, -0.72, -0.32], [-0.08, 0.59, -0.09], [0.04, -0.27, 0.09], [-0.01, 0.32, 0.12], [0.01, -0.08, -0.01], [0.02, 0.06, -0.07], [0.00, -0.11, 0.05], [-0.05, -0.03, 0.00], [-0.06, 0.05, -0.58], [0.00, -0.32, 0.05], [-0.29, 0.46, 0.01], [0.14, -0.28, 0.14], [-0.04, 0.01, -0.06], [-0.05, 0.19, -0.16], [0.09, -0.10, 0.39], [-0.01, -0.13, -0.26], [0.02, 0.30, 0.47], [-0.02, 0.03, -0.03], [0.01, -0.01, 0.01], [0.00, -0.03, -0.07], [-0.05, -0.04, 0.06], [0.03, -0.03, -0.03], [0.02, 0.00, 0.02], [-0.09, 0.06, 0.02], [-0.06, -0.11, 0.01], [0.03, 0.06, -0.02], [0.15, 0.09, -0.05], [-0.08, -0.08, 0.02], [0.16, 0.08, -0.08], [-0.12, -0.11, -0.03], [0.17, -0.10, 0.06], [0.08, -0.09, 0.04], [-0.08, -0.14, 0.05], [0.03, -0.02, -0.01], [0.01, 0.00, 0.00], [-0.26, 0.11, 0.01], [-0.02, 0.01, 0.01], [0.02, 0.02, 0.00], [-0.08, 0.06, 0.22], [0.98, 0.06, -0.90], [-2.16, 1.00, -0.62], [0.16, 0.01, -0.15], [-0.88, 0.90, -1.14], [-0.04, -0.02, 0.02], [-0.13, -0.06, -0.58], [-0.15, -0.08, 0.15], [-0.03, -0.02, -0.05], [0.02, 0.00, 0.01], [0.05, -0.07, -0.02], [-0.32, 0.10, 0.37], [0.04, 0.03, -0.01], [0.02, -0.01, 0.00], [-0.01, 0.00, 0.01], [0.01, 0.02, 0.01]], "lumo_energy_ha": -0.0219, "homo_energy_ev": -6.6, "de_lowest_kj_mol": 98.3, "charge": 0, "multiplicity": 1}

***

(2)
{"formula": "CH3ClFN", "method": "ωB97M-V with the def2-TZVPD basis set", "species": ["C", "N", "F", "Cl", "H", "H", "H"], "coordinates": [[0.095, -0.492, 0.014], [4.040, 0.608, 0.175], [3.138, 1.681, -0.184], [3.279, -0.802, -0.019], [-0.706, 0.062, -0.233], [0.150, -0.778, 1.046], [1.062, -0.541, -0.398]], "forces_ev_per_angstrom": [[1.96, -1.73, 2.06], [-0.02, 2.41, -0.11], [0.84, -1.60, 0.35], [-0.15, -0.90, -0.17], [-2.36, 1.79, -1.39], [-0.33, -0.30, 0.49], [0.05, 0.33, -1.23]], "lumo_energy_ha": [-0.0044, -0.0539], "homo_energy_ev": [-10.6, -9.1], "de_lowest_kj_mol": 485.1, "charge": 0, "multiplicity": 1}

***

(3)
{"formula": "C45H52AsCoNOSSb2Si", "method": "ωB97M-V with the def2-TZVPD basis set", "species": ["Co", "C", "Si", "C", "C", "N", "C", "C", "C", "C", "C", "C", "O", "C", "C", "C", "C", "C", "C", "H", "H", "H", "H", "H", "H", "H", "H", "H", "H", "H", "H", "H", "H", "H", "H", "H", "H", "C", "Sb", "C", "C", "C", "C", "C", "C", "C", "C", "C", "Sb", "C", "C", "H", "H", "H", "H", "H", "H", "H", "H", "H", "H", "H", "H", "H", "H", "H", "H", "H", "H", "H", "H", "S", "C", "C", "C", "C", "C", "C", "As", "C", "C", "C", "C", "C", "C", "C", "C", "C", "C", "C", "C", "H", "H", "H", "H", "H", "H", "H", "H", "H", "H", "H", "H", "H", "H"], "coordinates": [[-0.233, 0.009, 0.150], [-2.976, -0.538, 2.877], [-1.466, 0.510, 3.233], [-0.901, -0.079, 4.935], [-2.103, 2.270, 3.399], [-0.148, 0.435, 2.037], [1.143, 0.788, 2.401], [1.515, 1.394, 3.615], [2.838, 1.645, 3.942], [3.864, 1.328, 3.067], [3.538, 0.800, 1.826], [2.211, 0.583, 1.518], [1.798, 0.106, 0.251], [2.740, 0.043, -0.780], [3.106, -1.193, -1.272], [3.988, -1.252, -2.345], [4.505, -0.086, -2.892], [4.150, 1.147, -2.359], [3.261, 1.218, -1.297], [-3.449, -0.745, 3.841], [-2.765, -1.498, 2.418], [-3.700, -0.020, 2.250], [-1.763, -0.551, 5.413], [-0.577, 0.725, 5.597], [-0.102, -0.821, 4.889], [-2.705, 2.353, 4.308], [-2.759, 2.514, 2.560], [-1.318, 3.026, 3.461], [0.754, 1.688, 4.316], [3.061, 2.103, 4.897], [4.898, 1.509, 3.326], [4.313, 0.569, 1.109], [2.709, -2.093, -0.826], [4.277, -2.217, -2.742], [5.195, -0.137, -3.723], [4.568, 2.057, -2.769], [2.995, 2.168, -0.849], [-2.063, 0.400, -3.493], [-0.114, 0.012, -2.745], [0.279, -1.614, -4.081], [0.890, 1.506, -3.960], [0.038, 2.724, -4.145], [-0.673, 2.880, -5.334], [-1.516, 3.958, -5.542], [-1.656, 4.918, -4.551], [-0.943, 4.786, -3.371], [-0.097, 3.700, -3.147], [0.671, 3.623, -1.864], [-0.306, 2.619, -0.211], [0.740, 3.710, 1.280], [-2.142, 3.674, -0.304], [-2.002, 0.518, -4.574], [-2.470, 1.310, -3.053], [-2.713, -0.434, -3.238], [0.056, -1.256, -5.086], [-0.373, -2.458, -3.864], [1.322, -1.923, -4.028], [1.045, 1.008, -4.917], [1.869, 1.716, -3.530], [-0.554, 2.137, -6.116], [-2.053, 4.053, -6.477], [-2.302, 5.772, -4.701], [-1.026, 5.553, -2.609], [0.832, 4.624, -1.458], [1.649, 3.163, -2.000], [0.526, 4.766, 1.114], [1.811, 3.532, 1.186], [0.427, 3.415, 2.277], [-1.910, 4.737, -0.253], [-2.788, 3.397, 0.524], [-2.640, 3.454, -1.247], [-2.401, -0.077, -0.210], [-2.937, -1.757, -0.149], [-4.271, -2.028, -0.461], [-4.744, -3.327, -0.416], [-3.906, -4.382, -0.061], [-2.585, -4.121, 0.253], [-2.106, -2.814, 0.216], [-0.301, -2.344, 0.646], [0.706, -3.804, -0.142], [0.971, -3.794, -1.505], [1.606, -4.868, -2.108], [1.982, -5.964, -1.343], [1.722, -5.977, 0.020], [1.087, -4.900, 0.625], [-0.003, -2.734, 2.515], [-0.948, -3.383, 3.300], [-0.635, -3.736, 4.607], [0.614, -3.439, 5.130], [1.560, -2.790, 4.345], [1.255, -2.444, 3.038], [-4.931, -1.213, -0.731], [-5.780, -3.523, -0.661], [-4.284, -5.395, -0.033], [-1.919, -4.935, 0.520], [0.687, -2.936, -2.095], [1.805, -4.850, -3.173], [2.477, -6.806, -1.808], [2.015, -6.829, 0.619], [0.897, -4.923, 1.691], [-1.922, -3.629, 2.899], [-1.373, -4.244, 5.215], [0.853, -3.713, 6.150], [2.537, -2.555, 4.749], [2.007, -1.955, 2.430]], "forces_ev_per_angstrom": [[0.60, 0.09, -0.68], [-0.07, 0.08, -0.03], [0.05, -0.03, 0.12], [0.04, 0.03, -0.05], [0.01, 0.01, -0.02], [-0.22, -0.01, -0.01], [-0.05, 0.04, 0.00], [0.00, -0.08, 0.01], [-0.02, 0.01, 0.03], [0.01, 0.01, -0.02], [-0.02, -0.02, -0.04], [-0.02, 0.00, -0.03], [0.00, -0.20, 0.19], [-0.05, 0.12, -0.07], [0.02, -0.02, 0.01], [-0.01, 0.00, -0.01], [0.00, 0.01, -0.01], [0.04, -0.02, 0.04], [0.06, -0.01, 0.08], [0.02, 0.04, 0.02], [0.01, -0.11, -0.03], [0.03, -0.03, 0.02], [0.03, -0.02, 0.00], [0.03, 0.01, -0.01], [0.00, 0.05, 0.00], [-0.01, -0.02, -0.02], [0.03, 0.04, -0.01], [-0.03, -0.02, 0.02], [-0.10, -0.02, 0.06], [0.00, -0.01, -0.01], [-0.01, -0.01, 0.00], [-0.01, 0.00, -0.03], [0.00, 0.00, 0.02], [0.00, 0.01, 0.00], [0.00, 0.00, 0.01], [0.00, 0.00, 0.00], [0.05, -0.07, 0.01], [0.01, 0.01, -0.01], [-0.23, -0.20, 0.23], [0.03, 0.02, -0.04], [0.04, 0.07, 0.05], [-0.03, 0.01, 0.00], [0.00, -0.01, 0.01], [0.00, 0.00, -0.01], [0.00, 0.00, -0.01], [0.03, 0.00, 0.01], [0.00, -0.01, -0.01], [0.03, -0.02, -0.01], [0.02, -0.22, 0.05], [-0.03, 0.04, 0.00], [-0.02, -0.07, 0.02], [-0.01, -0.02, 0.01], [0.01, 0.00, 0.00], [0.00, -0.01, 0.01], [0.03, 0.02, 0.02], [-0.01, -0.02, 0.03], [-0.01, -0.01, 0.00], [0.02, -0.01, 0.02], [-0.09, 0.01, -0.02], [0.00, 0.01, 0.01], [0.01, 0.00, 0.01], [0.00, -0.01, 0.00], [0.00, -0.01, 0.00], [0.00, 0.01, -0.02], [-0.10, 0.05, -0.02], [0.01, 0.00, 0.00], [-0.01, -0.01, 0.00], [-0.01, 0.02, -0.05], [-0.02, 0.00, 0.00], [0.00, -0.03, 0.00], [0.01, -0.01, 0.00], [-0.09, 0.22, 0.15], [0.07, 0.02, 0.01], [-0.02, -0.03, -0.01], [0.01, 0.00, 0.01], [-0.01, 0.01, -0.01], [-0.01, -0.02, -0.02], [-0.01, 0.05, 0.01], [-0.08, 0.28, 0.09], [0.05, 0.04, 0.04], [-0.04, -0.03, -0.03], [-0.01, 0.02, -0.01], [0.00, -0.01, 0.02], [0.02, -0.01, -0.03], [0.04, 0.01, 0.00], [-0.02, -0.02, -0.01], [0.02, 0.00, -0.03], [0.01, 0.02, 0.02], [0.00, -0.02, -0.01], [0.02, -0.06, -0.02], [0.02, 0.00, 0.01], [0.00, 0.00, -0.01], [0.00, 0.00, 0.00], [0.00, 0.01, 0.00], [0.01, 0.01, 0.00], [-0.02, 0.01, -0.02], [0.00, 0.00, 0.00], [0.00, 0.00, 0.00], [0.00, 0.00, 0.00], [0.00, -0.01, -0.02], [-0.04, 0.02, -0.02], [0.00, 0.00, 0.00], [0.00, 0.00, -0.01], [0.00, 0.00, 0.00], [0.00, 0.02, -0.01]], "lumo_energy_ha": [-0.1193, -0.1193], "homo_energy_ev": [-9.7, -9.7], "de_lowest_kj_mol": 0.0, "charge": 1, "multiplicity": 1}

***

What are the E values for these records? In order: -213712.187 -17809.068 -181295.759 eV.